Here is a 2-piece molecular cluster, C22H22ClN2O8S overall from OMol25. Energies are from ωB97M-V with the def2-TZVPD basis set.

Structure (XYZ):
```
56
Properties=species:S:1:pos:R:3:forces:R:3:lowdin_charge:R:1
C 5.8181 0.2418 2.1790 -0.4 0.0 -0.2 -0.08
N 4.7149 0.8215 1.4455 0.7 0.4 0.1 -0.26
C 4.8762 2.2033 1.0487 -0.2 -0.5 0.1 -0.08
C 3.5444 0.1000 1.1826 -1.0 -0.6 -0.2 -0.26
C 2.4826 0.1013 2.1174 0.5 0.0 -0.6 0.01
C 1.3137 -0.5788 1.8412 -0.2 -0.5 -0.4 -0.02
C 1.1647 -1.3030 0.6353 1.2 0.5 0.4 -0.19
C -0.0813 -1.9723 0.3222 -0.9 0.4 0.0 0.05
C -1.3077 -1.4109 0.5052 -0.1 0.3 -0.5 -0.05
C -2.5012 -2.2023 0.1073 0.1 -1.0 -0.4 -0.41
O -2.4451 -3.2930 -0.4186 -0.2 1.1 0.5 0.12
O -3.7242 -1.6062 0.2881 0.3 0.2 0.5 0.07
C -3.8144 -0.5269 1.2392 0.0 0.2 -0.5 -0.53
C -5.1387 0.1834 0.9554 0.4 -0.2 -0.1 0.01
C -3.7198 -1.0284 2.6700 0.0 0.0 0.0 0.03
O -2.7968 0.4598 0.9583 0.0 -0.5 0.0 0.07
C -1.5170 0.0594 0.6910 0.6 0.4 0.3 -0.39
O -0.6686 0.9152 0.5653 -0.9 -0.6 0.0 0.12
C 2.2502 -1.3439 -0.2708 -1.0 -0.3 0.3 -0.01
C 3.4112 -0.6385 -0.0176 0.2 0.5 0.7 -0.01
H 5.5704 -0.7912 2.4466 0.1 0.2 0.0 0.09
H 6.7301 0.2485 1.5661 0.1 -0.1 0.1 0.08
H 6.0173 0.8179 3.0934 0.1 -0.1 0.0 0.08
H 3.9759 2.5379 0.5219 0.2 0.0 0.1 0.09
H 5.0395 2.8394 1.9301 0.0 0.1 -0.1 0.08
H 5.7463 2.3114 0.3864 -0.1 0.1 0.0 0.07
H 2.5910 0.6693 3.0431 0.0 -0.2 -0.3 0.12
H 0.4917 -0.5676 2.5577 0.2 -0.1 -0.2 0.13
H -0.0553 -2.9556 -0.1415 0.0 0.0 0.2 0.13
H -5.1390 0.5207 -0.0843 0.0 0.0 0.1 0.10
H -5.9719 -0.5029 1.1120 0.1 0.0 0.0 0.09
H -5.2426 1.0490 1.6118 0.0 -0.1 0.0 0.09
H -2.7772 -1.5491 2.8668 -0.1 0.0 -0.1 0.09
H -3.8157 -0.1811 3.3557 0.1 -0.1 -0.1 0.10
H -4.5536 -1.7115 2.8622 0.2 0.0 -0.1 0.10
H 2.1165 -1.9086 -1.1957 0.2 0.1 0.2 0.12
H 4.2386 -0.6300 -0.7300 -0.2 0.0 0.2 0.11
O 4.0179 -3.7487 10.2946 0.8 0.6 -2.0 0.03
N 4.4470 -3.4273 9.1614 1.3 0.9 2.2 -0.33
O 5.4550 -2.7023 8.9913 -1.8 -1.3 0.4 0.04
C 3.7553 -3.9126 8.0137 -1.0 -0.7 -1.5 -0.17
C 4.2103 -3.5811 6.7247 -0.1 -0.2 0.2 0.01
C 3.5364 -4.0695 5.6040 0.0 0.0 0.4 -0.03
C 2.4034 -4.8822 5.7603 -0.1 0.4 0.3 -0.24
S 1.5226 -5.5156 4.3015 -1.8 2.2 -0.1 0.54
C 0.2701 -4.3669 4.0277 2.4 0.0 2.9 -0.93
Cl -0.6000 -4.3599 2.6223 -1.0 0.0 -2.2 0.57
O 2.4903 -5.4491 3.2249 0.3 -0.9 -0.3 -0.39
O 1.0041 -6.7964 4.7337 0.6 -0.8 0.0 -0.38
C 1.9608 -5.2220 7.0474 0.3 0.3 0.1 -0.04
C 2.6266 -4.7355 8.1736 0.3 0.2 -0.1 0.01
H 5.0880 -2.9481 6.6196 -0.2 -0.2 0.0 0.11
H 3.9078 -3.8208 4.6129 -0.3 -0.1 0.1 0.11
H -0.0712 -3.7403 4.8443 0.1 -0.4 0.0 -0.01
H 1.1020 -5.8740 7.1856 0.2 0.1 -0.2 0.12
H 2.2896 -4.9867 9.1763 0.1 0.1 -0.2 0.11
```
Positions in Å, forces in eV/Å.

Orbital gap = 4.36 eV
2S+1 = 1
Total charge = -1

Here is one molecule with the formula C22H22N2O4 from OMol25. Energies are from ωB97M-V with the def2-TZVPD basis set.

Structure (XYZ):
```
50
Properties=species:S:1:pos:R:3:forces:R:3:lowdin_charge:R:1
C -2.2109 -1.2717 -3.8540 1.0 2.7 1.7 0.03
C -2.5716 -0.4903 -2.5504 1.9 -3.6 -0.4 -0.19
O -2.2996 0.8085 -2.2378 0.1 0.9 -2.2 0.12
C -2.7190 0.9759 -0.9961 -1.4 -0.8 2.2 -0.31
C -2.8618 2.2771 -0.2784 2.0 1.8 -3.0 -0.14
C -2.4100 3.4744 -0.9518 0.3 0.0 0.3 0.01
C -2.5939 4.7805 -0.3606 0.2 -1.0 -3.5 -0.10
C -3.2354 4.8452 0.8066 -2.2 0.4 3.0 -0.14
C -3.5723 3.6737 1.4887 -0.4 0.3 0.6 -0.09
C -3.4021 2.3975 0.9792 -0.6 -0.6 1.1 -0.04
N -3.1491 -0.1326 -0.4815 0.6 -0.2 1.2 0.19
C -2.9049 -1.1376 -1.4127 -1.0 2.1 0.3 -0.25
C -3.1253 -2.5435 -1.0277 0.2 0.2 0.6 -0.10
C -2.0773 -3.0471 -0.0168 -0.1 1.0 1.8 -0.16
O -0.7774 -3.1610 -0.5933 -1.0 -2.0 -1.2 -0.01
C 0.2494 -2.3824 -0.3458 -1.6 2.7 2.1 -0.39
C 1.4871 -2.6766 -0.7860 0.0 -3.8 -1.5 -0.03
C 2.5199 -1.8581 -0.6633 1.8 2.2 0.9 -0.01
C 2.2753 -0.6500 0.0203 0.1 1.1 0.0 -0.18
C 3.3494 0.3791 0.3135 0.9 -1.6 -3.0 -0.09
C 4.0949 -0.1102 1.4978 -1.1 2.0 -0.2 -0.38
C 5.3061 -0.8950 1.2708 -1.0 0.3 -2.9 -0.50
O 5.6832 -1.2845 0.1656 -0.4 0.3 1.2 0.09
O 6.0031 -1.1098 2.3381 1.3 -0.7 1.2 0.16
C 3.2970 -0.2846 2.7540 1.0 -0.3 1.0 -0.04
C 4.1640 0.9324 2.5657 0.9 0.6 2.1 -0.07
C 1.0115 -0.4395 0.6070 0.4 -1.4 -1.6 -0.08
N 0.0207 -1.3048 0.3817 -0.4 0.5 0.3 0.15
H -3.0444 -1.2029 -4.4547 -1.8 0.1 -1.7 0.04
H -1.9674 -2.3098 -3.7501 0.2 -0.4 0.8 0.07
H -1.3962 -0.7601 -4.3460 0.3 0.0 -0.3 0.08
H -1.8633 3.3788 -1.9385 -0.9 0.1 1.2 0.12
H -2.5191 5.6988 -0.9728 0.6 -0.7 0.3 0.11
H -3.7163 5.7402 1.3187 1.3 -0.7 -1.2 0.13
H -4.0615 3.9054 2.4333 0.0 -0.8 0.0 0.10
H -3.7120 1.4759 1.5219 0.2 0.9 -0.4 0.13
H -3.1238 -3.1771 -1.9020 -0.2 -0.3 -0.2 0.11
H -4.0999 -2.5579 -0.5159 0.2 -0.4 -0.2 0.13
H -2.0427 -2.3592 0.9285 -0.1 -1.2 -1.8 0.15
H -2.3506 -4.0773 0.2869 0.2 0.6 -0.1 0.12
H 1.6325 -3.6826 -1.1559 0.0 0.0 -0.4 0.13
H 3.5284 -2.1670 -1.0008 -0.7 0.5 0.2 0.13
H 2.8718 1.3137 0.5054 -0.1 0.7 0.2 0.11
H 4.1261 0.5062 -0.5684 -1.7 -0.2 1.6 0.17
H 6.7348 -1.5876 1.9233 0.7 -0.4 0.6 0.15
H 2.2091 -0.1541 2.7424 0.7 -0.1 -0.1 0.11
H 3.7030 -1.0414 3.4194 -0.4 0.0 0.0 0.11
H 3.6482 1.9076 2.6734 0.3 -0.7 -1.2 0.13
H 5.1711 0.9820 2.9959 -0.7 -0.1 0.5 0.11
H 0.7213 0.4035 1.2233 0.4 0.2 -0.1 0.12
```
Positions in Å, forces in eV/Å.

Orbital gap = 8.84 eV
Structure (SMILES) = Cc1oc(-c2ccccc2)nc1CCOc1ccc(CC2(C(=O)O)CC2)cn1
2S+1 = 1

Here is one molecule with the formula C22H22N2O5 from OMol25. Energies are from ωB97M-V with the def2-TZVPD basis set.

Structure (XYZ):
```
51
Properties=species:S:1:pos:R:3:forces:R:3:lowdin_charge:R:1
C -5.6811 -1.5737 0.9225 0.0 0.0 0.0 0.02
C -5.8357 -0.8620 -0.1763 0.1 0.1 -0.1 -0.14
C -4.7443 -0.1423 -0.9161 -0.1 0.0 -0.1 -0.13
N -3.4453 -0.2884 -0.3062 -0.4 0.1 -0.2 0.03
C -2.9631 0.5655 0.6751 -0.1 0.2 0.1 -0.38
O -3.5354 1.5450 1.0812 0.1 0.0 0.0 0.13
C -1.6337 0.0229 1.0481 0.5 -0.5 -0.1 -0.07
C -0.6975 0.4681 1.9576 -0.2 -0.1 -0.1 0.03
C 0.5046 -0.2226 2.0270 0.0 -0.1 0.1 0.01
C 0.7694 -1.3268 1.2180 -0.3 0.2 0.1 -0.10
C 2.1766 -1.8375 1.2631 0.0 -0.3 0.0 -0.45
O 2.9184 -1.5873 2.1921 0.0 0.1 0.1 0.07
N 2.5799 -2.5454 0.1734 -0.1 -0.4 -0.2 0.06
C 3.9682 -2.5025 -0.2265 0.3 -0.1 0.0 -0.16
C 4.1615 -1.4627 -1.3543 -0.1 0.0 0.2 -0.12
C 3.3389 -0.2433 -1.0417 0.1 0.2 -0.2 -0.25
C 3.7611 0.6939 -0.1145 0.0 -0.1 -0.1 -0.03
C 2.9176 1.7165 0.2814 -0.1 0.1 0.1 0.00
C 1.6262 1.8322 -0.2180 -0.1 0.1 -0.1 -0.21
O 0.7317 2.7796 0.2091 0.0 -0.4 -0.3 -0.12
C 1.1251 3.6719 1.2220 0.0 0.1 0.1 -0.08
C 1.2021 0.9145 -1.1952 0.0 0.0 -0.1 -0.20
O -0.0293 0.8609 -1.7875 0.3 -0.2 0.2 -0.07
C -0.8551 2.0039 -1.8360 -0.4 0.3 -0.1 -0.06
C 2.0684 -0.1006 -1.5817 0.0 0.3 0.1 0.03
C -0.2079 -1.8037 0.3401 -0.1 0.1 0.1 0.06
C -1.3945 -1.1103 0.2659 0.2 0.3 0.5 -0.06
C -2.5731 -1.3241 -0.6095 0.1 -0.1 -0.2 -0.36
O -2.7730 -2.1785 -1.4337 0.0 0.0 0.0 0.14
H -6.5127 -2.0625 1.3987 -0.2 -0.1 0.0 0.05
H -4.7225 -1.7026 1.3984 0.2 0.0 0.0 0.06
H -6.8104 -0.7512 -0.6312 -0.2 0.0 0.0 0.10
H -4.9774 0.9273 -0.9560 0.1 -0.1 -0.1 0.13
H -4.6793 -0.5340 -1.9370 0.0 0.1 0.1 0.13
H -0.8911 1.3324 2.5734 0.0 0.1 0.1 0.13
H 1.2858 0.0933 2.7028 0.1 0.0 0.0 0.12
H 1.9296 -2.6217 -0.5943 0.0 0.1 0.2 0.12
H 4.5372 -2.2166 0.6602 0.0 -0.1 -0.1 0.12
H 4.2908 -3.4926 -0.5581 0.1 0.1 0.1 0.12
H 3.8375 -1.8921 -2.3039 0.1 0.0 -0.1 0.11
H 5.2201 -1.2140 -1.4290 0.0 0.0 -0.1 0.12
H 4.7445 0.6206 0.3229 0.1 0.0 0.1 0.12
H 3.2728 2.4190 1.0175 0.0 0.1 0.1 0.11
H 0.2482 4.2866 1.4204 0.1 0.0 0.0 0.10
H 1.4122 3.1428 2.1360 0.0 0.0 0.0 0.09
H 1.9500 4.3144 0.8974 0.0 0.0 0.0 0.10
H -0.3058 2.8794 -2.1889 0.0 0.0 0.0 0.10
H -1.6403 1.7574 -2.5514 0.0 0.0 0.0 0.10
H -1.3021 2.2290 -0.8654 0.0 0.0 -0.1 0.08
H 1.7014 -0.7928 -2.3255 -0.1 -0.1 -0.1 0.13
H -0.0689 -2.6852 -0.2670 0.0 -0.1 -0.1 0.13
```
Positions in Å, forces in eV/Å.

Orbital gap = 7.72 eV
Structure (SMILES) = C=CCN1C(=O)c2ccc(C(=O)NCCc3ccc(OC)c(OC)c3)cc2C1=O
2S+1 = 1

Here is C22H22N3O3PPd as an isolated structure from OMol25. Energies are from ωB97M-V with the def2-TZVPD basis set.

Structure (XYZ):
```
52
Properties=species:S:1:pos:R:3:forces:R:3:lowdin_charge:R:1
Pd 0.5213 1.0506 -0.3823 0.4 0.4 0.1 0.75
N 1.9921 2.7472 -0.3219 0.1 -0.2 0.0 -0.03
C 1.4590 4.0746 0.0151 -0.1 0.2 0.1 -0.13
C -0.0192 4.1869 -0.2892 -0.1 -0.2 -0.2 -0.47
O -0.7465 4.9787 0.2318 0.1 0.0 0.0 0.15
N -0.4926 3.1898 -1.2272 -0.2 0.1 0.1 0.01
C -1.4303 3.5678 -1.9976 0.1 0.0 0.0 0.07
C -4.2958 1.0989 -0.2455 0.0 -0.1 0.0 -0.37
O -5.3870 1.4016 -0.4275 0.0 0.0 0.0 0.28
O -3.1819 0.7851 -0.0682 0.0 0.1 0.0 0.14
H 2.7340 2.5070 0.3286 0.0 0.0 0.0 0.10
H 2.4229 2.7590 -1.2412 0.0 0.0 0.0 0.10
H 1.9678 4.8768 -0.5257 0.0 0.0 0.0 0.15
H 1.5983 4.2809 1.0753 0.0 0.0 0.0 0.14
H -1.8674 2.8584 -2.6931 0.0 0.0 0.0 0.10
H -1.8103 4.5895 -1.9834 0.0 0.0 0.0 0.11
N -0.6584 1.3850 1.4966 0.0 -0.1 -0.1 0.05
C -0.5642 0.2081 2.3316 0.0 0.0 0.1 -0.29
C -0.6539 0.2840 3.7111 0.0 0.0 0.0 0.00
C -0.6433 -0.8852 4.4591 0.0 0.0 0.0 -0.02
C -0.5683 -2.1318 3.8452 0.0 0.0 0.0 -0.04
C -0.4609 -2.2137 2.4696 0.0 0.0 0.0 -0.04
C -0.4229 -1.0388 1.7135 0.1 0.0 0.0 -0.30
P -0.0539 -1.0278 -0.0211 -0.2 0.0 0.1 1.05
C 1.6692 -0.8625 -0.4413 -0.1 -0.2 -0.1 -0.41
C 2.7655 -0.9234 0.4503 0.0 0.0 0.0 -0.06
C 4.0009 -0.5217 0.0131 0.0 0.0 0.0 -0.04
C 4.1803 -0.0287 -1.2959 0.0 0.0 0.0 -0.04
C 3.1266 0.0488 -2.1720 0.0 0.0 0.0 -0.06
C 1.8428 -0.3640 -1.7629 0.0 0.0 0.0 -0.16
C -0.9410 -2.2394 -0.9458 0.0 -0.1 0.0 -0.34
C -2.3111 -2.3938 -0.7046 0.0 0.0 0.0 -0.08
C -3.0179 -3.3559 -1.4010 0.0 0.0 0.0 -0.04
C -2.3649 -4.1594 -2.3300 0.0 0.0 0.0 -0.02
C -1.0029 -4.0163 -2.5600 0.0 0.0 0.0 -0.04
C -0.2818 -3.0589 -1.8680 0.0 0.0 0.0 -0.06
H -1.5944 1.4337 1.0941 0.0 0.1 0.0 0.07
H -0.5268 2.2294 2.0462 0.1 0.0 0.0 0.12
H -0.7620 1.2432 4.2025 0.0 0.0 0.0 0.13
H -0.7176 -0.8234 5.5365 0.0 0.0 0.0 0.13
H -0.5822 -3.0320 4.4433 0.0 0.0 0.0 0.12
H -0.3854 -3.1760 1.9779 0.0 0.0 0.0 0.13
H 2.6236 -1.2996 1.4555 0.0 0.0 0.0 0.12
H 4.8544 -0.5963 0.6737 0.0 0.0 0.0 0.13
H 5.1712 0.2632 -1.6181 0.0 0.0 0.0 0.13
H 3.2784 0.3858 -3.1889 0.0 0.0 0.0 0.13
H 1.0585 -0.4825 -2.5034 0.0 0.0 0.0 0.11
H -2.8093 -1.7755 0.0297 0.0 0.0 0.0 0.10
H -4.0753 -3.4885 -1.2183 0.0 0.0 0.0 0.12
H -2.9214 -4.9139 -2.8697 0.0 0.0 0.0 0.13
H -0.5010 -4.6603 -3.2687 0.0 0.0 0.0 0.12
H 0.7847 -2.9647 -2.0276 0.0 0.0 0.0 0.11
```
Positions in Å, forces in eV/Å.

Orbital gap = 7.59 eV
2S+1 = 1
Total charge = +2